# 1
9
Properties=species:S:1:pos:R:3:forces:R:3 method="wB97M-V/def2-TZVPD" charge=0 fmax_ev_per_a=4.21 e_homo_ev="-9.5 / -8.1" lumo_energy_ev="-0.668 / -1.297" molar_mass_g_mol=93.01 e_above_lowest_kj_mol=335.7 homo_lumo_gap_ev="8.79 / 6.78"
C 2.04104 -0.33917 0.34106 -1.3 0.1 4.0
N -2.02687 1.38309 -0.50599 0.7 1.0 0.1
P -3.17721 0.46240 -0.88621 -0.7 -1.6 0.1
P 0.27128 -0.81401 -0.09974 0.3 -0.2 0.5
H 2.14611 0.76034 0.43901 0.1 -0.6 -0.6
H 2.77232 -0.83207 -0.22820 0.9 -0.2 -1.2
H 2.24554 -0.69899 1.44230 -0.4 0.6 -2.0
H -4.05503 1.18348 -1.74906 0.0 0.6 -0.1
H -0.21717 -1.10507 1.24683 0.4 0.3 -0.7

***

# 2
19
Properties=species:S:1:pos:R:3:forces:R:3 method="wB97M-V/def2-TZVPD" charge=0 smiles="C=NC(N)=O.CNC" fmax_ev_per_a=5.27 e_homo_ev=-8.6 lumo_energy_ev=0.658 molar_mass_g_mol=117.15 e_above_lowest_kj_mol=364.1 homo_lumo_gap_ev=9.29
C -1.14678 1.04901 -0.75797 0.0 0.2 3.8
C -0.29018 1.33949 1.75132 -0.2 0.2 0.2
N -0.62272 0.39167 0.70892 -0.3 1.0 -3.0
H -0.75770 -0.55315 1.05131 -0.8 0.4 -0.6
H -0.42516 2.38769 1.47190 -0.3 -0.2 -0.4
H -0.30507 1.64273 -1.11126 0.0 -0.4 -0.2
H -1.64795 0.47249 -1.53276 0.7 -0.7 0.5
H -1.90328 1.75176 -0.41008 0.0 0.2 0.0
H 0.75619 1.29460 2.07256 0.1 -0.3 -0.1
H -0.91384 1.18089 2.63653 0.1 0.0 0.0
C 1.04462 -0.99519 -0.06662 3.9 -2.9 -2.0
N 2.10595 -0.13239 -0.33715 -1.0 0.0 0.6
C -0.46881 -2.14103 -1.41947 -0.1 0.6 1.1
N 0.27170 -1.11282 -1.29298 -1.7 -0.1 0.0
O 1.25901 -1.97639 0.66407 -1.4 1.7 0.4
H 1.93064 0.67371 -0.91781 0.2 -0.1 0.2
H 2.87120 -0.17260 0.31863 -0.2 0.4 -0.1
H -1.28533 -2.14577 -2.15116 0.7 -0.1 -0.4
H -0.47250 -2.95470 -0.67798 0.1 0.2 -0.1

***

# 3
163
Properties=species:S:1:pos:R:3:forces:R:3 method="wB97M-V/def2-TZVPD" multiplicity=2 charge=-2 fmax_ev_per_a=2.98 e_homo_ev="1.1 / -3.9" lumo_energy_ev="3.950 / 3.946" molar_mass_g_mol=1009.17 homo_lumo_gap_ev="2.87 / 7.89"
As 0.57206 0.63453 0.38658 -0.2 1.0 0.2
F 0.00274 0.34617 -1.27481 -0.6 -0.4 -2.0
F 1.51654 2.05050 -0.18977 1.0 1.7 -0.4
F 0.98472 1.07185 2.13546 0.5 -0.4 1.5
F -0.21742 -0.88718 0.92746 -1.2 -2.1 0.8
F 2.09812 -0.23474 0.07282 1.9 -1.5 -0.1
F -0.86102 1.69552 0.62506 -1.8 1.0 0.1
O -3.82800 -1.49689 0.85059 -1.1 0.7 0.1
H -3.41379 -2.23577 0.40483 0.6 -0.6 0.1
H -3.13740 -0.83714 0.91406 0.4 0.2 0.0
C -2.49206 -6.35241 -5.10417 1.2 -0.4 0.4
C -2.51176 -5.21485 -4.06803 -0.1 -2.8 -1.1
C -1.10229 -4.81462 -3.56011 -1.6 -0.4 -1.5
O -1.26991 -3.74125 -2.69710 -1.5 -0.2 0.2
C -0.65573 -2.55025 -3.08390 2.2 0.6 0.4
N -3.13835 -4.16399 -4.81646 1.0 1.6 0.7
H -1.77866 -6.06942 -5.87817 -0.2 0.2 -0.3
H -3.47121 -6.47401 -5.56740 0.0 -0.2 0.1
H -2.09039 -7.30209 -4.75077 -0.4 -0.2 0.3
H -3.16526 -5.47730 -3.23607 0.3 -0.3 0.5
H -0.58338 -4.55543 -4.48296 0.5 0.4 0.0
H -0.57873 -5.65767 -3.10928 -0.1 -0.1 0.3
H -0.75229 -2.16954 -4.10068 -0.7 -0.6 -0.4
H 0.39652 -2.81180 -2.97221 0.5 1.0 0.0
H -0.91057 -1.72497 -2.41901 0.0 -0.3 0.3
H -3.06050 -3.49777 -4.06136 -1.0 1.6 -0.5
H -4.10541 -4.36897 -5.02356 -0.1 0.0 0.3
C 4.29751 -2.19743 -4.00449 0.4 -0.2 -1.1
C 4.18154 -1.30025 -2.82990 -0.6 -0.2 0.7
C 4.53890 0.11758 -3.19408 0.2 -0.1 0.6
O 4.89438 0.81394 -2.00874 0.3 -0.7 -1.0
C 5.01359 2.17333 -2.23265 0.0 1.5 2.0
N 2.81365 -1.39286 -2.36089 -0.4 0.4 -0.5
H 4.17858 -3.23846 -3.70414 -0.1 -0.1 -0.2
H 5.23638 -2.07022 -4.54342 0.4 -0.2 0.2
H 3.53843 -1.89506 -4.72594 -0.3 -0.3 0.0
H 4.77782 -1.66634 -1.99413 1.0 0.3 -0.2
H 3.71612 0.63810 -3.68416 -0.4 -0.1 -0.1
H 5.37172 0.09769 -3.89701 0.4 0.2 -0.1
H 4.04955 2.66842 -2.34916 -0.2 -0.1 -0.6
H 5.75835 2.55724 -2.92983 0.0 -0.6 -0.8
H 5.36830 2.57278 -1.28253 0.1 0.1 0.2
H 2.67727 -2.30664 -1.95284 -0.2 -0.1 0.2
H 2.68505 -0.71910 -1.61953 -0.4 0.1 0.4
C 4.38203 -1.31386 2.08396 -1.0 1.2 1.6
C 5.21855 -0.01554 2.32904 -1.0 -0.9 -0.9
C 6.65936 -0.29544 2.80949 -0.7 0.4 -0.7
O 6.72801 -1.19396 3.90698 0.9 0.4 -0.4
C 6.10632 -0.67752 5.06296 -0.1 0.0 -0.1
N 5.17308 0.78148 1.11752 1.5 0.6 -0.2
H 3.34032 -1.05073 1.90037 0.0 0.7 -0.8
H 4.15702 -1.78440 3.04107 1.0 -1.1 0.1
H 4.67905 -1.92938 1.23484 0.4 -0.2 0.4
H 4.76458 0.65619 3.05760 -0.4 -0.5 0.5
H 7.09002 0.68245 3.02482 0.2 0.2 0.5
H 7.26244 -0.66672 1.98091 0.0 -0.6 0.0
H 6.14911 0.41001 5.12250 -0.4 0.2 -0.4
H 6.64404 -0.96439 5.96665 0.0 -0.7 -0.1
H 5.08362 -1.05379 5.03848 -0.2 0.4 0.6
H 5.58482 0.27470 0.34698 -0.1 -0.1 -0.3
H 4.23728 1.02984 0.82997 -0.3 -0.2 0.2
C 0.80352 4.30683 2.04687 -0.9 0.2 -0.4
C 1.14652 3.99837 3.47902 0.2 -0.9 0.5
C -0.04472 3.50576 4.29351 -1.6 0.1 0.8
O 0.13854 3.28754 5.72300 0.7 0.2 -0.6
C -0.97285 2.63086 6.26863 0.7 -0.3 1.2
N 2.17480 2.98320 3.44533 1.6 -0.6 0.6
H 0.16694 5.18361 1.92805 0.1 0.4 0.3
H 0.22253 3.51596 1.57249 0.4 -0.3 0.0
H 1.74939 4.46155 1.52774 -0.2 -0.1 -0.2
H 1.63396 4.88423 3.88619 -0.4 0.3 0.6
H -0.46202 2.57109 3.91889 0.5 -0.3 -0.6
H -0.91363 4.16384 4.29886 0.0 0.7 -0.6
H -0.81712 2.62421 7.34742 0.1 0.2 0.2
H -1.00403 1.56587 6.03859 -0.2 -0.1 -0.7
H -1.93937 3.11552 6.13057 -0.1 0.1 -0.6
H 2.06946 2.28481 2.72334 -0.5 0.5 -0.7
H 2.13797 2.35729 4.23715 0.0 0.4 0.7
C -3.30863 0.92759 -7.14257 -0.9 -0.2 -0.1
C -2.27410 1.40836 -6.13267 -0.6 -0.4 0.7
C -2.23767 0.64192 -4.72695 0.3 1.4 -0.2
O -3.34909 0.98066 -3.87680 -0.9 -0.2 -0.7
C -3.37265 0.23271 -2.65103 1.3 -0.7 -0.8
N -0.98948 1.36710 -6.81665 1.1 -0.5 0.3
H -3.16446 -0.03715 -7.62897 0.7 -0.2 0.3
H -3.35431 1.63833 -7.96771 0.0 0.2 0.0
H -4.31601 0.84122 -6.73534 0.0 0.4 0.3
H -2.55263 2.43375 -5.88958 -0.1 0.2 0.3
H -1.39070 1.03593 -4.16527 0.6 -0.1 -0.3
H -2.05487 -0.42449 -4.85910 -0.5 -0.3 0.0
H -4.18631 0.43081 -1.95332 0.0 0.7 -0.5
H -2.40126 0.34313 -2.16902 0.0 0.3 0.5
H -3.42493 -0.82935 -2.89058 -0.2 -0.3 -0.1
H -0.86413 2.01903 -7.57781 -0.8 0.1 -0.2
H -0.19563 1.58631 -6.23197 -0.1 -0.2 0.6
C 0.21407 5.14037 -3.75551 0.6 0.2 -0.6
C 0.19800 4.30277 -2.49628 -0.6 1.7 0.8
C -1.20698 4.26349 -1.92300 -0.9 -1.2 1.8
O -2.01207 5.43324 -1.72971 1.3 2.5 0.2
C -1.37432 6.46340 -0.85184 -0.9 -1.5 -0.3
N 0.83700 3.03816 -2.65706 -0.1 -1.2 -0.6
H 1.21272 4.97002 -4.15774 0.0 0.4 -0.3
H 0.01754 6.20136 -3.60128 0.3 0.1 0.4
H -0.51142 4.88312 -4.52726 -0.1 -0.6 0.1
H 0.80043 4.80043 -1.73633 0.2 0.6 -0.1
H -1.21181 3.86596 -0.90809 0.7 -0.7 0.1
H -1.81983 3.55381 -2.47875 -0.2 0.2 -0.4
H -0.74546 7.18077 -1.37911 0.0 -0.2 -0.3
H -0.81079 6.02821 -0.02653 0.4 -0.6 -0.3
H -2.14223 6.99192 -0.28696 -0.5 0.1 -0.6
H 0.18782 2.26529 -2.62066 -0.5 -0.2 -0.4
H 1.38375 2.78422 -1.84670 0.2 0.3 0.3
C 1.14079 -0.28726 7.80170 -0.4 -0.3 -0.5
C 2.23878 -0.55427 6.69992 -0.3 0.2 2.7
C 1.67730 -0.66711 5.31339 -1.0 -0.2 -1.0
O 0.66907 -1.72670 5.27005 0.8 1.5 1.2
C 0.42120 -2.23581 3.95803 1.7 1.0 0.9
N 3.28440 0.48389 6.91053 0.1 -0.6 -1.0
H 1.47026 -0.35531 8.83849 0.9 -0.1 -0.1
H 0.32448 -1.00956 7.79749 -0.2 0.1 -0.5
H 0.75022 0.72786 7.73016 -0.2 0.0 -0.4
H 2.65587 -1.51946 6.98722 0.4 -0.1 -0.2
H 2.38427 -0.80691 4.49562 0.8 -0.6 0.4
H 1.30481 0.30568 4.99240 -1.0 0.3 0.2
H 0.55432 -1.40056 3.27046 -1.3 -0.1 -0.5
H -0.52383 -2.76560 4.07784 0.2 0.1 -0.9
H 1.30649 -2.83098 3.73417 -0.3 -1.0 -0.3
H 2.96219 1.38513 6.58798 -0.2 0.2 -0.3
H 3.43254 0.60328 7.90245 0.0 -0.2 0.1
C -1.65979 -5.69240 0.36636 0.1 -0.2 0.3
C -0.96861 -4.42732 0.87837 0.0 0.5 -1.7
C 0.53012 -4.40037 0.42743 -0.9 -0.8 -0.7
O 1.08382 -5.65208 0.79820 2.1 -0.3 1.7
C 2.46211 -5.79179 0.44608 0.0 -0.9 -0.8
N -1.71985 -3.22133 0.29949 1.3 -1.9 0.9
H -2.64567 -5.81305 0.81534 -0.2 0.3 -0.2
H -1.12804 -6.61065 0.61567 0.3 0.1 0.0
H -1.74449 -5.64306 -0.71923 -0.1 0.0 -0.1
H -0.96799 -4.43526 1.96835 -0.2 0.3 0.0
H 1.02309 -3.49066 0.77020 0.3 -0.1 0.5
H 0.69797 -4.47464 -0.64702 -0.9 1.0 -0.6
H 2.99580 -6.62572 0.90198 -0.6 0.0 1.3
H 3.12614 -4.93101 0.52490 -0.5 0.4 0.2
H 2.55624 -6.20043 -0.56002 -0.4 0.7 -0.9
H -1.12554 -2.43491 0.51960 0.0 0.8 0.3
H -1.58520 -3.32547 -0.69606 -0.2 -0.1 -0.4
C -8.45467 1.38903 1.45227 0.7 0.6 -0.3
C -7.54785 1.93071 0.28985 0.7 -0.1 2.1
C -6.02801 1.51976 0.47644 0.1 0.0 1.0
O -5.43073 2.32415 1.48522 0.1 0.8 0.0
C -4.00611 2.29144 1.63253 -0.2 1.2 1.7
N -8.09466 1.43117 -0.93742 0.1 -0.2 -1.1
H -8.12355 0.35842 1.57998 -0.4 0.0 0.4
H -9.52512 1.45813 1.25870 0.0 -0.3 -0.8
H -8.41556 1.96709 2.37553 0.9 -0.1 0.1
H -7.60141 3.01836 0.24230 0.4 0.3 0.5
H -5.42527 1.60651 -0.42759 -0.3 0.2 -0.5
H -5.83729 0.52335 0.87506 -0.8 -0.7 -0.6
H -3.55265 1.48214 2.20482 -0.3 -1.3 -1.2
H -3.83776 2.97717 2.46291 -0.2 0.9 -0.1
H -3.39289 2.71044 0.83472 -0.3 -0.7 -0.5
H -8.79681 2.11576 -1.17917 -0.6 -0.2 -0.2
H -7.38571 1.61511 -1.63286 0.2 -0.3 -0.5